C5H10O2 as an isolated structure in a non-equilibrium geometry. Source: the OMol25 dataset; level of theory: ωB97M-V/def2-TZVPD.

Charge   0
Spin multiplicity   1
HOMO level   -9.58 eV
Relative energy (zero: lowest compared OMol25 entry of this formula, charge and spin)   283.9 kJ/mol
Kohn-Sham gap   10.46 eV

Cartesian coordinates (Å):
H  -0.177  1.397  1.393
C  -1.711  0.931  -0.079
O  2.405  0.199  0.865
C  1.596  -0.605  0.004
C  -0.266  0.978  0.381
H  1.970  -1.635  0.031
H  -1.432  -2.114  -0.340
H  -0.369  -1.427  -1.561
C  0.087  -0.558  0.415
H  0.421  1.862  -0.433
H  2.951  0.868  0.429
C  -0.901  -1.186  -0.632
H  1.644  -0.246  -1.041
O  -1.886  -0.201  -0.911
H  -0.185  -1.043  1.399
H  -1.863  1.824  -0.669
H  -2.416  0.924  0.769